Record 1
{
  "formula": "C2H3N2S2",
  "method": "wB97M-V/def2-TZVPD",
  "symbols": ["C", "C", "N", "N", "S", "S", "H", "H", "H"],
  "xyz": [[-2.306, 0.404, 0.126], [1.679, -0.963, 0.054], [1.302, -2.100, -0.069], [-1.339, 1.270, 0.099], [1.625, 0.555, -0.191], [-3.206, -0.796, -0.135], [1.671, -3.073, -0.117], [-0.427, 1.243, 0.604], [-1.339, 1.917, -0.654]],
  "relative_energy_kcal_mol": 36.70,
  "lumo_energy_ev": -6.1,
  "largest_force_ha_per_bohr": 0.0800,
  "total_charge": 1,
  "e_tot_ha": -983.56467,
  "e_homo_ha": -0.492,
  "gap_ha": 0.2675,
  "spin_multiplicity": 1
}

---

Record 2
{
  "formula": "C2H3N2S2",
  "method": "wB97M-V/def2-TZVPD",
  "symbols": ["C", "C", "N", "N", "S", "S", "H", "H", "H"],
  "xyz": [[0.251, -0.438, -1.183], [0.528, 1.127, 1.004], [0.065, 0.446, -0.062], [-0.344, -1.552, -1.077], [0.176, 2.579, 1.883], [1.581, 1.031, 2.396], [-0.778, 0.824, -0.573], [-1.055, -1.946, -0.432], [-0.424, -2.069, -1.957]],
  "relative_energy_kcal_mol": 84.26,
  "lumo_energy_ev": -5.5,
  "largest_force_ha_per_bohr": 0.0656,
  "total_charge": 1,
  "e_tot_ha": -983.48887,
  "e_homo_ha": -0.506,
  "gap_ha": 0.3033,
  "spin_multiplicity": 1
}

---

Record 3
{
  "formula": "C2H3N3O",
  "method": "wB97M-V/def2-TZVPD",
  "symbols": ["C", "C", "H", "H", "H", "N", "N", "N", "O"],
  "xyz": [[0.155, -0.134, -0.022], [-0.661, 0.921, -0.058], [1.963, -1.137, -0.315], [2.020, 0.400, 0.603], [-0.547, 1.976, -0.132], [1.507, -0.175, -0.065], [-1.884, -0.956, -0.021], [-0.617, -1.291, 0.011], [-1.936, 0.396, -0.001]],
  "relative_energy_kcal_mol": 55.85,
  "lumo_energy_ev": 0.8,
  "largest_force_ha_per_bohr": 0.0707,
  "e_tot_ha": -317.44332,
  "e_homo_ha": -0.336,
  "gap_ha": 0.3663,
  "spin_multiplicity": 1,
  "smiles": "Nc1conn1"
}

---

Record 4
{
  "formula": "C2H3N3O",
  "method": "wB97M-V/def2-TZVPD",
  "symbols": ["C", "C", "H", "H", "H", "N", "N", "N", "O"],
  "xyz": [[0.715, 0.641, -0.541], [-0.464, -0.525, 0.835], [-1.866, -1.116, -1.210], [1.131, 1.008, -1.476], [-1.244, -1.177, 1.225], [-0.339, -0.207, -0.457], [1.198, 0.857, 0.646], [0.452, 0.126, 1.524], [-1.088, -0.606, -1.537]],
  "relative_energy_kcal_mol": 65.20,
  "lumo_energy_ev": 0.3,
  "largest_force_ha_per_bohr": 0.0201,
  "e_tot_ha": -317.42842,
  "e_homo_ha": -0.369,
  "gap_ha": 0.3799,
  "spin_multiplicity": 1,
  "smiles": "On1cnnc1"
}

---

Record 5
{
  "formula": "C2H3N3O",
  "method": "wB97M-V/def2-TZVPD",
  "symbols": ["C", "C", "H", "H", "H", "N", "N", "N", "O"],
  "xyz": [[0.374, -0.022, -0.053], [-1.628, 0.423, -0.010], [2.155, -0.998, 0.179], [2.214, 0.760, -0.040], [-2.523, 1.000, 0.087], [1.710, -0.101, -0.025], [-0.401, 1.014, -0.056], [-1.641, -0.885, -0.023], [-0.260, -1.192, -0.059]],
  "relative_energy_kcal_mol": 22.72,
  "lumo_energy_ev": 0.8,
  "largest_force_ha_per_bohr": 0.0178,
  "e_tot_ha": -317.49612,
  "e_homo_ha": -0.346,
  "gap_ha": 0.3751,
  "spin_multiplicity": 1
}

---

Record 6
{
  "formula": "C2H3N3O",
  "method": "wB97M-V/def2-TZVPD",
  "symbols": ["C", "C", "H", "H", "H", "N", "N", "N", "O"],
  "xyz": [[0.184, -0.045, -0.044], [-0.771, 0.908, -0.022], [1.823, -1.209, -0.042], [2.116, 0.493, 0.413], [-0.748, 2.013, -0.226], [1.560, -0.208, -0.065], [-1.913, 0.273, 0.030], [-1.801, -1.009, -0.033], [-0.450, -1.216, -0.011]],
  "relative_energy_kcal_mol": 52.79,
  "lumo_energy_ev": 0.7,
  "largest_force_ha_per_bohr": 0.0833,
  "e_tot_ha": -317.44819,
  "e_homo_ha": -0.338,
  "gap_ha": 0.3633,
  "spin_multiplicity": 1,
  "smiles": "Nc1cnno1"
}

---

Record 7
{
  "formula": "C2H3N3O",
  "method": "wB97M-V/def2-TZVPD",
  "symbols": ["O", "C", "N", "N", "N", "C", "H", "H", "H"],
  "xyz": [[-1.986, -0.267, -0.202], [-0.660, -0.098, -0.065], [0.176, -1.072, 0.250], [1.351, -0.448, 0.272], [1.341, 0.837, -0.003], [0.057, 1.100, -0.226], [-2.187, -1.197, -0.025], [2.203, -0.942, 0.482], [-0.296, 2.087, -0.482]],
  "relative_energy_kcal_mol": 23.76,
  "lumo_energy_ev": 1.0,
  "largest_force_ha_per_bohr": 0.0056,
  "e_tot_ha": -317.49446,
  "e_homo_ha": -0.345,
  "gap_ha": 0.3804,
  "spin_multiplicity": 1,
  "smiles": "Oc1cn[nH]n1"
}

---

Record 8
{
  "formula": "C2H3N3O",
  "method": "wB97M-V/def2-TZVPD",
  "symbols": ["O", "C", "N", "N", "C", "N", "H", "H", "H"],
  "xyz": [[2.326, 0.141, 0.089], [1.153, 0.202, 0.684], [0.156, 0.889, 0.489], [-1.073, 0.997, 0.261], [-1.221, -1.536, -0.490], [-0.109, -1.841, -0.550], [2.296, 0.541, -0.796], [-1.400, 1.869, 0.687], [-2.247, -1.247, -0.439]],
  "relative_energy_kcal_mol": 103.70,
  "lumo_energy_ev": [0.1, 0.1],
  "largest_force_ha_per_bohr": 0.0214,
  "e_tot_ha": -317.36706,
  "e_homo_ha": [-0.331, -0.331],
  "gap_ha": [0.3340, 0.3340],
  "spin_multiplicity": 1
}